(1)
Entry from the OMol25 dataset: a structure of composition C43H48BBr3N9O2RbS3 (ωB97M-V with the def2-TZVPD basis set).

The geometry in XYZ format:
```
110
Properties=species:S:1:pos:R:3:forces:R:3
Rb -0.762 -0.550 -1.557 -0.02 -0.17 -0.06
C 4.027 -2.523 -2.347 0.00 0.01 0.00
C 4.010 -1.512 -1.248 -0.01 0.00 0.02
C 4.990 -0.589 -1.108 0.00 -0.02 -0.01
C 4.930 0.356 -0.046 0.01 0.01 -0.01
N 3.924 0.369 0.765 0.00 -0.01 0.00
N 2.933 -0.539 0.645 0.00 -0.01 -0.01
B 1.934 -0.405 1.815 0.01 0.04 0.01
N 2.191 0.889 2.580 0.00 -0.01 -0.02
N 2.931 0.740 3.692 0.01 0.01 0.01
C 3.273 1.800 4.356 -0.02 -0.04 -0.01
C 2.861 3.093 3.928 0.00 0.01 -0.01
C 2.126 3.249 2.801 0.03 0.01 0.00
C 1.697 4.587 2.300 -0.01 -0.01 0.00
C 1.785 2.067 2.050 -0.02 -0.02 0.02
S 0.953 2.123 0.590 0.00 0.04 0.00
C 4.149 1.619 5.584 0.00 0.01 0.01
C 5.473 2.360 5.348 0.00 0.00 0.00
C 3.438 2.206 6.809 0.00 0.00 -0.01
C 4.442 0.141 5.829 0.00 0.00 0.00
N 1.938 -1.688 2.715 0.00 0.01 0.02
N 2.901 -2.433 3.205 0.00 -0.01 -0.01
C 2.522 -3.548 3.794 0.01 0.01 0.01
C 1.154 -3.901 3.891 -0.01 0.00 -0.01
C 0.165 -3.120 3.351 0.00 0.01 -0.01
C -1.291 -3.448 3.351 0.00 0.01 0.01
C 0.639 -1.963 2.717 0.00 0.00 -0.02
S -0.029 -0.680 1.766 -0.02 0.00 0.00
C 3.656 -4.428 4.307 -0.01 -0.01 0.00
C 4.543 -3.604 5.247 -0.01 0.00 0.00
C 4.479 -4.885 3.094 0.00 0.00 0.00
C 3.135 -5.655 5.054 0.00 0.00 0.00
C 2.923 -1.533 -0.287 -0.01 0.01 0.01
S 1.751 -2.729 -0.332 0.02 0.00 0.02
C 6.053 1.337 0.270 0.00 0.01 -0.01
C 6.839 1.729 -0.984 0.00 -0.01 0.01
C 5.484 2.598 0.927 0.00 0.00 0.00
C 6.999 0.635 1.256 0.00 0.00 0.00
H 4.881 -2.361 -3.004 0.00 0.00 0.00
H 4.066 -3.531 -1.935 0.00 0.00 0.00
H 3.103 -2.474 -2.925 0.00 0.00 0.00
H 5.818 -0.577 -1.805 0.00 0.01 0.00
H 3.153 3.964 4.503 0.00 0.00 0.00
H 2.000 5.373 2.990 0.00 0.00 0.00
H 2.132 4.776 1.317 0.00 0.00 0.00
H 0.614 4.611 2.165 0.00 0.00 0.00
H 5.318 3.429 5.188 0.00 0.00 0.00
H 6.124 2.243 6.216 0.00 0.00 0.00
H 5.991 1.958 4.474 0.00 0.00 0.00
H 3.231 3.271 6.690 0.00 0.00 0.00
H 2.492 1.694 6.991 0.00 0.00 0.00
H 4.066 2.088 7.694 0.00 0.00 0.00
H 4.950 -0.307 4.975 0.00 0.00 0.00
H 5.080 0.041 6.710 0.00 0.00 0.00
H 3.524 -0.423 5.996 0.00 0.00 0.00
H 0.880 -4.825 4.382 0.01 0.00 0.00
H -1.489 -4.368 3.896 0.00 0.00 0.00
H -1.864 -2.636 3.803 0.00 0.00 0.00
H -1.647 -3.560 2.325 0.00 0.00 0.00
H 4.942 -2.731 4.733 0.00 0.00 0.00
H 3.981 -3.262 6.119 0.00 0.00 0.00
H 5.376 -4.216 5.597 0.00 0.00 0.00
H 4.880 -4.025 2.557 0.00 0.00 0.00
H 5.309 -5.511 3.425 0.00 0.00 0.00
H 3.866 -5.464 2.400 0.00 0.00 0.00
H 2.530 -5.377 5.920 0.00 0.00 0.00
H 2.543 -6.306 4.407 0.00 0.00 0.00
H 3.982 -6.237 5.417 0.00 0.00 0.00
H 6.200 2.179 -1.746 -0.01 0.00 0.00
H 7.597 2.466 -0.716 0.00 0.00 0.00
H 7.359 0.879 -1.429 0.00 0.00 0.00
H 4.757 3.089 0.277 0.00 0.01 0.00
H 4.984 2.360 1.865 0.00 0.00 0.00
H 6.296 3.299 1.131 0.00 0.00 0.00
H 7.419 -0.276 0.822 0.00 0.00 0.00
H 7.827 1.298 1.520 0.00 0.00 0.00
H 6.464 0.364 2.168 0.00 0.00 0.00
Br 3.419 5.181 -1.710 0.01 -0.01 0.01
C 2.427 3.691 -2.310 0.00 0.04 0.00
C 3.028 2.452 -2.398 0.01 -0.01 -0.01
C 2.235 1.389 -2.799 0.00 -0.01 -0.01
N 0.947 1.496 -3.103 -0.02 0.07 0.04
C 0.386 2.707 -3.027 0.05 -0.01 0.03
C 1.092 3.839 -2.630 0.00 -0.02 -0.01
C -1.063 2.805 -3.365 -0.01 0.02 -0.02
C -1.561 3.923 -4.023 0.03 -0.01 0.01
C -2.914 3.949 -4.307 0.00 0.05 -0.02
Br -3.647 5.441 -5.206 0.00 0.00 0.00
C -3.721 2.892 -3.943 -0.03 -0.04 0.01
C -3.126 1.820 -3.289 -0.04 -0.01 0.03
N -1.828 1.776 -3.006 0.06 0.08 -0.03
H 4.067 2.307 -2.146 0.01 -0.01 0.00
H 2.666 0.396 -2.872 -0.01 0.00 0.00
H 0.599 4.795 -2.534 0.00 0.00 0.00
H -0.914 4.735 -4.324 0.00 0.00 0.00
H -4.780 2.891 -4.156 0.00 0.00 0.00
H -3.700 0.956 -2.967 0.00 0.00 0.00
Br -5.737 -6.779 -3.601 0.00 0.01 0.00
C -5.744 -4.993 -2.960 0.00 -0.01 -0.01
C -6.937 -4.430 -2.537 -0.01 0.01 0.01
N -7.011 -3.186 -2.074 0.01 -0.01 -0.01
C -5.885 -2.476 -2.027 -0.02 -0.01 0.01
C -4.647 -2.961 -2.430 0.00 0.01 0.01
C -4.576 -4.259 -2.910 0.01 0.00 0.00
C -3.393 -2.102 -2.329 0.05 0.02 0.01
O -3.552 -0.927 -1.911 -0.02 -0.02 0.02
O -2.311 -2.641 -2.651 -0.06 -0.01 0.03
H -7.857 -5.002 -2.571 0.00 0.00 -0.01
H -5.954 -1.465 -1.646 0.01 0.00 -0.01
H -3.620 -4.656 -3.224 0.00 0.00 0.00
```
Forces are in eV/Å.

Summary:
Frontier orbital gap   7.61 eV
E_tot   -306846.14886 eV
2S+1   1
ΔE to the lowest compared entry with this formula, charge and spin   0.0 kcal per mole
HOMO level   -8.23 eV

These are the Mulliken partial charges, in e, on atoms 1 to 4:
1 Rb 0.80
2 C -2.01
3 C -0.19
4 C -0.45


(2)
Entry from the OMol25 dataset: an isolated molecule of C6H12O in a non-equilibrium geometry (ωB97M-V with the def2-TZVPD basis set).

The geometry in XYZ format:
```
19
Properties=species:S:1:pos:R:3:forces:R:3
C 2.130 -0.671 0.779 -0.31 -0.01 0.17
C 0.745 -0.361 0.134 -0.30 0.10 -0.29
C 0.518 -1.353 -1.002 0.09 -0.07 -0.33
C -0.637 -0.414 0.807 -1.39 -0.58 -1.83
O -1.130 0.459 1.757 0.06 0.74 0.68
C -1.800 0.524 0.500 0.21 0.64 0.16
C -1.738 1.664 -0.460 0.21 0.28 0.10
H 2.894 -0.523 -0.007 -0.42 -0.01 0.24
H 2.415 -0.012 1.605 -0.29 -0.06 -0.05
H 2.248 -1.710 1.112 -0.27 0.14 0.02
H 0.857 0.658 -0.257 -0.03 -0.10 -0.13
H 0.299 -2.342 -0.574 0.12 0.18 -0.17
H 1.387 -1.444 -1.651 -0.01 0.03 -0.09
H -0.350 -1.048 -1.594 0.13 -0.12 -0.10
H -1.302 -1.253 0.519 1.43 -1.32 1.75
H -2.830 0.154 0.639 0.57 -0.32 -0.35
H -0.726 1.802 -0.840 -0.05 0.27 0.04
H -2.103 2.580 0.002 0.07 0.19 -0.11
H -2.387 1.436 -1.319 0.16 0.01 0.29
```
Forces are in eV/Å.

Summary:
SMILES   CC(C)[C@H]1O[C@H]1C
Frontier orbital gap   10.27 eV
E_tot   -8461.73240 eV
2S+1   1
ΔE to the lowest compared entry with this formula, charge and spin   60.5 kcal per mole
HOMO level   -9.19 eV

These are the Mulliken partial charges, in e, on atoms 1 to 4:
1 C -1.51
2 C 0.99
3 C -1.58
4 C -0.28


(3)
Entry from the OMol25 dataset: a cluster of 2 separate species, C22H17N2O4 in total in a non-equilibrium geometry (ωB97M-V with the def2-TZVPD basis set).

The geometry in XYZ format:
```
45
Properties=species:S:1:pos:R:3:forces:R:3
C -3.751 0.250 2.910 -0.08 -0.05 0.04
C -2.555 0.927 3.561 0.67 0.01 0.30
C -2.832 1.318 5.017 0.18 -0.01 -0.32
O -1.408 0.044 3.599 -0.79 0.47 -0.34
C -0.886 -0.301 2.374 1.02 -1.65 -0.15
O -0.327 -1.368 2.245 -0.86 1.31 0.39
C -1.025 0.677 1.277 0.24 0.30 0.06
C -0.437 0.391 0.073 -0.87 0.80 0.93
C -0.738 1.139 -1.135 -0.25 0.80 -1.04
C -2.027 1.695 -1.359 0.62 -0.20 -0.03
C -2.261 2.539 -2.440 0.22 -0.12 0.10
C -1.228 2.828 -3.342 0.18 -0.31 0.31
C 0.023 2.215 -3.186 -0.26 0.17 -0.02
C 0.264 1.372 -2.105 -0.25 -0.20 0.64
C -1.540 2.027 1.654 -0.30 0.57 -0.63
O -1.361 3.037 1.012 -0.15 -0.59 0.77
O -2.206 2.134 2.854 0.15 -0.46 -0.12
H -3.535 -0.033 1.872 -0.08 0.03 0.26
H -4.008 -0.647 3.490 0.09 0.18 -0.24
H -4.607 0.937 2.930 0.23 -0.15 -0.06
H -1.948 1.792 5.450 -0.10 -0.07 -0.14
H -3.674 2.013 5.077 0.11 -0.08 -0.13
H -3.071 0.426 5.604 0.05 0.08 -0.19
H 0.321 -0.382 0.051 -0.15 -0.44 -0.15
H -2.830 1.467 -0.654 0.25 0.09 -0.25
H -3.245 2.998 -2.558 0.29 -0.16 -0.03
H -1.397 3.533 -4.156 0.03 -0.24 0.13
H 0.824 2.412 -3.900 -0.22 -0.04 0.17
H 1.246 0.917 -1.943 -0.30 0.14 -0.18
C 1.663 -2.163 -0.286 0.32 -0.44 -0.30
C 2.001 -2.377 1.065 0.78 -0.61 1.97
N 2.392 -2.594 2.151 -0.56 0.49 -1.73
C 2.778 -2.147 -1.235 0.13 0.18 -0.20
C 2.542 -2.198 -2.634 0.38 0.10 0.18
C 3.610 -2.208 -3.531 0.07 0.03 0.48
C 4.931 -2.176 -3.066 -0.05 0.08 -0.02
C 5.181 -2.095 -1.691 -0.50 0.03 -0.19
C 4.124 -2.072 -0.783 -0.12 0.01 -0.36
C 0.408 -2.632 -0.728 -1.52 -0.56 -0.50
N -0.635 -3.004 -1.123 1.53 0.72 0.56
H 1.513 -2.225 -3.002 0.32 -0.04 0.14
H 3.409 -2.231 -4.601 0.05 -0.05 0.17
H 5.759 -2.196 -3.773 -0.15 0.02 0.12
H 6.206 -2.037 -1.324 -0.20 -0.05 -0.08
H 4.333 -2.002 0.287 -0.16 -0.07 -0.33
```
Forces are in eV/Å.

Summary:
Frontier orbital gap   5.29 eV
E_tot   -34261.16789 eV
Net charge   -1
2S+1   1
ΔE to the lowest compared entry with this formula, charge and spin   0.0 kcal per mole
HOMO level   -3.63 eV

These are the Mulliken partial charges, in e, on atoms 1 to 4:
1 C -1.40
2 C 1.49
3 C -1.71
4 O -0.34